# C3H12N3O

2 unconnected molecules or ions with the total composition C3H12N3O in a non-equilibrium geometry (ωB97M-V/def2-TZVPD, the OMol25 dataset).

Cartesian coordinates (Å):
O: -0.67525 -0.80663 -1.85833
N: 1.13540 0.50029 0.13327
N: -0.47051 1.18474 1.78159
N: 0.02929 -1.18532 1.29417
C: 1.95128 1.72942 0.15049
C: -1.95814 -1.39629 -2.08189
C: 0.19590 0.14872 1.11746
H: 0.33354 -1.81307 0.58674
H: -2.21635 -1.55649 -3.19756
H: -0.09402 -1.09738 -2.60126
H: -1.81218 -2.26516 -1.52788
H: -0.58545 -1.54450 2.02196
H: 2.60349 2.00718 1.01416
H: -1.11612 0.95535 2.50132
H: -0.66720 2.09332 1.47066
H: 1.39962 2.67620 -0.05404
H: -2.70365 -0.80624 -1.76738
H: 1.55648 -0.14525 -0.46105
H: 2.71027 1.55994 -0.69857

Its largest force on an atom is 0.0887 Eh/bohr. The total charge is +1. The value obtained for the HOMO-LUMO gap is 10.794 eV. The value obtained for the relative energy (zero: lowest compared OMol25 entry of this formula, charge and spin) is 243.53 kJ/mol. For the HOMO energy, the calculation gives -13.9 eV.

---

# C3H12N3O

2 unconnected molecules or ions with the total composition C3H12N3O in a non-equilibrium geometry (ωB97M-V/def2-TZVPD, the OMol25 dataset).

Cartesian coordinates (Å):
O: -3.75055 1.12240 -0.42131
N: 0.70442 -0.05234 0.92100
N: -1.44247 1.35556 0.02370
N: 3.53162 -1.70070 -0.95778
C: -2.63344 0.62882 0.40156
C: 2.68093 -1.24911 0.04261
C: 1.67235 -0.33603 -0.13392
H: 3.64892 -2.69182 -1.05174
H: -0.30988 0.38007 0.51479
H: 1.05563 0.61236 1.56727
H: -2.36327 -0.47489 0.20473
H: -4.53083 0.67610 -0.02055
H: -1.56829 2.33241 0.31612
H: -2.77221 0.83495 1.50889
H: 2.90814 -1.62237 1.03046
H: 0.48569 -0.85075 1.47611
H: 3.41705 -1.22204 -1.84153
H: 1.56694 0.20891 -1.11372
H: -1.40742 1.35817 -0.99024

Its largest force on an atom is 0.0804 Eh/bohr. The expectation value of S² is 0.777. The total charge is +2. The value obtained for the HOMO-LUMO gap (alpha / beta) is 8.354 / 4.587 eV. The value obtained for the relative energy (zero: lowest compared OMol25 entry of this formula, charge and spin) is 114.97 kJ/mol. For the HOMO energy (alpha / beta), the calculation gives -17.2 / -17.2 eV. As for the multiplicity: 2.

---

# C3H12N3PS

A molecular structure, C3H12N3PS in a non-equilibrium geometry (ωB97M-V/def2-TZVPD, the OMol25 dataset).

Cartesian coordinates (Å):
S: 2.76611 -0.87341 1.20199
P: 1.73061 0.32362 0.10565
N: -0.44560 -0.06561 -0.39944
N: 2.15376 0.31955 -1.48285
N: 1.67057 1.97321 0.50390
C: -1.04929 -0.20266 0.92761
C: -2.55371 -0.06346 0.64414
C: -0.33360 -1.34958 -0.97553
H: 0.92746 2.74382 0.39002
H: -1.24360 -1.46713 -1.72328
H: 1.54521 0.93352 -1.93071
H: -0.76228 0.61206 1.67394
H: -2.76039 -0.62152 -0.28685
H: 0.53147 -1.32588 -1.71250
H: -2.76415 1.08824 0.64790
H: -0.84585 -1.10776 1.52416
H: -0.24482 -2.10355 -0.26594
H: 2.71387 -0.30466 -2.02300
H: -2.95402 -0.51613 1.65201
H: 1.91824 2.00734 1.52877

Its largest force on an atom is 0.1109 Eh/bohr. The total charge is 0. The value obtained for the HOMO-LUMO gap is 8.825 eV. The value obtained for the relative energy (zero: lowest compared OMol25 entry of this formula, charge and spin) is 128.51 kJ/mol. For the HOMO energy, the calculation gives -8.3 eV.

---

# C3H12N3S

2 unconnected molecules or ions with the total composition C3H12N3S in a non-equilibrium geometry (ωB97M-V/def2-TZVPD, the OMol25 dataset).

Cartesian coordinates (Å):
S: 0.44901 3.54926 2.88184
N: 0.61416 -0.46831 -0.71214
N: 1.88102 -1.00094 -0.65783
N: -0.33224 -2.64112 -0.28393
C: 0.67088 1.01010 -0.73861
C: -0.46791 -1.08918 -0.53777
C: -1.90225 -0.63276 -0.76248
H: -1.29908 -2.98150 -0.23620
H: -1.89381 0.22209 -1.49635
H: 1.02929 1.33609 0.28056
H: 1.37142 1.34821 -1.46882
H: 2.48377 -0.47777 -1.35424
H: 0.57862 2.48457 3.76191
H: 0.15688 4.44070 3.80253
H: 0.13353 -2.63285 0.59894
H: -0.26259 1.40914 -0.93591
H: 1.70701 -2.01380 -0.88686
H: -2.55225 -0.34783 -0.04572
H: -2.36547 -1.51410 -1.20892

Its largest force on an atom is 0.1105 Eh/bohr. The total charge is +1. The value obtained for the HOMO-LUMO gap is 8.724 eV. The value obtained for the relative energy (zero: lowest compared OMol25 entry of this formula, charge and spin) is 337.04 kJ/mol. For the HOMO energy, the calculation gives -12.3 eV.

---

- Which value of relative energy (zero: lowest compared OMol25 entry of this formula, charge and spin) does entry 1 give?
  243.53 kJ/mol